# 1
C39H74Cl4FLiN7O10S | ωB97M-V/def2-TZVPD

## Properties
net charge = +1
highest occupied orbital energy = -6.13 eV

Geometry as XYZ:
```
137
C39H74Cl4FLiN7O10S, DFT ωB97M-V/def2-TZVPD
C -1.821 -1.702 2.174
C -1.344 -0.683 3.257
C -2.533 0.298 3.521
C -0.133 0.190 2.834
N 0.931 -0.546 2.137
N 1.533 0.025 1.057
C 2.427 -0.870 0.634
C 3.403 -0.796 -0.537
C 2.707 -1.399 -1.797
C 3.721 -1.984 -2.871
S 2.697 -2.762 -4.240
N 2.438 -1.974 1.347
C 1.488 -1.742 2.332
N 1.177 -2.565 3.294
C 1.747 -3.916 3.460
C 3.298 -3.986 3.519
C 3.857 -4.536 4.886
C 4.688 -3.403 5.554
N 6.061 -3.455 5.005
H -2.892 -1.549 1.961
H -1.267 -1.550 1.234
H -1.750 -2.742 2.535
H -1.132 -1.166 4.225
H -2.737 0.917 2.630
H -3.461 -0.260 3.773
H -2.332 0.978 4.368
H -0.508 0.944 2.117
H 0.262 0.777 3.684
H 1.366 0.939 0.660
H 3.705 0.259 -0.665
H 4.280 -1.382 -0.228
H 1.957 -0.675 -2.251
H 2.101 -2.251 -1.444
H 4.346 -2.796 -2.480
H 4.351 -1.223 -3.373
H 1.429 -2.793 -3.735
H 0.489 -2.273 3.976
H 1.262 -4.414 4.310
H 1.429 -4.485 2.568
H 3.789 -3.047 3.221
H 3.610 -4.727 2.760
H 3.008 -4.888 5.492
H 4.508 -5.407 4.700
H 4.668 -3.441 6.654
H 4.246 -2.441 5.219
H 6.348 -2.523 4.710
H 6.071 -4.018 4.158
C 4.577 3.418 -1.684
Cl 5.238 2.176 -2.771
Cl 2.887 2.990 -1.301
Cl 5.524 3.461 -0.199
Cl 4.590 4.984 -2.464
O -1.189 7.602 -2.752
C -0.280 7.671 -3.526
O 0.997 7.527 -3.047
C 2.145 7.403 -3.873
C 2.691 8.750 -4.299
C -0.479 7.989 -4.984
H 1.939 6.749 -4.725
H 2.876 6.881 -3.255
H 1.970 9.301 -4.900
H 3.607 8.628 -4.883
H 2.911 9.363 -3.424
H -0.571 9.065 -5.105
H -1.401 7.518 -5.317
H 0.321 7.609 -5.628
F -2.893 9.236 -5.026
Li 2.683 0.012 -3.796
O -5.615 -0.598 4.626
H -5.876 0.274 4.947
H -5.433 -1.098 5.431
C -2.033 -8.170 3.202
C -0.883 -7.245 3.012
O -0.158 -6.892 3.927
C -0.657 -6.762 1.603
H -2.103 -8.464 4.251
H -2.964 -7.679 2.912
H -1.868 -9.062 2.585
H -1.534 -6.214 1.251
H -0.466 -7.618 0.950
H 0.209 -6.095 1.582
C 9.291 -0.639 6.862
C 10.327 -0.459 5.783
O 9.632 -0.893 4.611
C 8.308 -0.755 4.846
O 7.460 -0.873 4.013
O 8.065 -0.467 6.145
H 9.381 0.095 7.660
H 9.307 -1.640 7.298
H 10.621 0.585 5.653
H 11.218 -1.059 5.951
C -0.021 10.744 -10.976
C 1.210 11.296 -10.643
C 1.570 11.436 -9.312
C 0.691 11.015 -8.328
C -0.543 10.468 -8.644
C -0.897 10.334 -9.979
N 1.068 11.135 -6.916
O 2.152 11.636 -6.649
O 0.273 10.719 -6.103
H -0.298 10.631 -12.017
H 1.889 11.616 -11.423
H 2.528 11.867 -9.058
H -1.229 10.145 -7.868
H -1.856 9.907 -10.241
C -1.303 -9.595 -0.610
O -1.621 -9.882 0.659
H -1.335 -8.505 -0.911
H -0.276 -9.886 -0.951
H -1.938 -10.059 -1.405
C -4.516 -3.536 0.125
C -5.089 -2.183 -0.284
C -5.963 -1.490 0.753
N -7.378 -1.994 0.945
C -8.032 -1.042 1.912
C -8.181 -2.026 -0.346
C -8.076 -3.452 -0.851
C -8.037 -4.301 0.416
C -7.460 -3.409 1.515
H -5.265 -4.327 0.119
H -3.738 -3.840 -0.576
H -4.067 -3.486 1.119
H -5.582 -2.247 -1.255
H -4.236 -1.517 -0.448
H -6.069 -0.444 0.460
H -5.488 -1.515 1.736
H -8.033 -0.049 1.467
H -7.460 -1.053 2.840
H -9.052 -1.370 2.096
H -9.215 -1.789 -0.097
H -7.794 -1.274 -1.032
H -7.174 -3.604 -1.443
H -8.917 -3.715 -1.491
H -7.450 -5.208 0.277
H -9.043 -4.619 0.690
H -6.477 -3.710 1.866
H -8.130 -3.392 2.372
```

---

# 2
C39H75FN5O5Si | ωB97M-V/def2-TZVPD

## Properties
net charge = +1
highest occupied orbital energy = -9.85 eV

Geometry as XYZ:
```
126
C39H75FN5O5Si, DFT ωB97M-V/def2-TZVPD
C 8.709 0.472 5.237
C 8.673 0.814 3.606
C 7.079 0.732 3.137
N 6.055 1.386 4.053
C 4.743 1.100 3.309
C 3.388 1.691 4.017
C 2.514 2.715 3.024
C 1.055 1.996 2.818
C -0.035 2.865 1.956
C -0.826 1.824 0.913
C -2.405 1.599 1.291
C -2.691 0.515 2.484
C -1.584 -0.684 2.624
Si -1.713 -2.081 1.305
C -0.880 -1.610 -0.410
C -3.523 -2.625 0.899
C -0.614 -3.559 1.987
C 0.653 -3.155 2.995
C 1.680 -4.300 3.635
C 1.425 -5.872 3.234
C 0.150 -6.288 2.242
C -0.859 -5.139 1.615
C 4.979 0.231 1.937
N 3.913 -0.262 0.985
C 3.873 -1.781 1.098
C 4.141 0.194 -0.442
C 4.181 1.811 -0.862
O 4.284 -0.657 -1.495
N 6.498 0.059 1.879
C 7.324 -0.630 0.815
C 8.072 0.449 -0.177
C 9.613 0.023 -0.596
F 8.149 1.829 0.360
H 7.880 -0.329 5.444
H 8.376 1.458 5.801
H 9.756 0.075 5.590
H 9.216 -0.058 3.043
H 9.161 1.849 3.341
H 6.162 1.893 4.961
H 2.704 0.748 4.263
H 3.646 2.191 5.053
H 3.109 2.743 2.012
H 2.454 3.746 3.583
H 1.278 0.930 2.330
H 0.570 1.762 3.870
H -0.774 3.494 2.618
H 0.545 3.660 1.283
H -0.209 0.843 0.738
H -0.816 2.399 -0.133
H -3.040 1.360 0.329
H -2.802 2.650 1.695
H -3.725 -0.017 2.213
H -2.870 1.050 3.534
H -1.788 -1.203 3.680
H -0.467 -0.335 2.652
H -0.655 -2.570 -1.055
H 0.184 -1.112 -0.198
H -1.558 -0.820 -0.949
H -3.455 -3.582 0.192
H -4.056 -2.847 1.918
H -4.052 -1.750 0.298
H 0.908 -2.037 3.296
H 2.588 -4.002 4.347
H 2.151 -6.685 3.678
H -0.009 -7.444 1.990
H -1.748 -5.463 0.911
H 4.098 -2.037 2.235
H 4.711 -2.324 0.472
H 2.807 -2.211 0.857
H 5.066 1.995 -1.609
H 3.186 2.070 -1.464
H 4.187 2.502 0.085
H 6.667 -1.344 0.129
H 8.157 -1.332 1.289
H 7.443 0.508 -1.175
H 9.638 -0.480 -1.665
H 10.229 1.036 -0.693
H 10.142 -0.636 0.231
C -8.146 3.003 0.936
O -9.062 1.921 1.041
C -9.922 1.792 -0.094
C -9.554 0.545 -0.919
N -8.272 0.721 -1.608
C -7.731 -0.520 -2.178
C -7.398 -1.664 -1.199
O -6.300 -1.387 -0.328
C -6.641 -0.638 0.831
H -7.677 3.148 1.914
H -7.359 2.782 0.213
H -8.659 3.932 0.659
H -9.933 2.695 -0.714
H -10.937 1.653 0.298
H -10.339 0.359 -1.662
H -9.523 -0.304 -0.232
H -7.589 1.092 -0.954
H -6.807 -0.244 -2.702
H -8.425 -0.890 -2.941
H -7.081 -2.522 -1.807
H -8.270 -2.009 -0.634
H -7.650 -0.860 1.192
H -6.528 0.428 0.630
H -5.931 -0.893 1.623
C 0.080 -1.831 -4.229
O -0.362 -0.601 -3.671
C 0.633 0.427 -3.702
C 0.264 1.513 -4.730
N 0.392 1.013 -6.103
C -0.208 1.896 -7.112
C -1.726 2.150 -7.019
O -2.530 1.003 -7.300
C -2.718 0.130 -6.195
H -0.659 -2.600 -3.983
H 0.151 -1.765 -5.316
H 1.045 -2.135 -3.808
H 1.638 0.029 -3.881
H 0.636 0.888 -2.707
H 0.928 2.375 -4.598
H -0.760 1.831 -4.517
H -0.057 0.105 -6.171
H -0.001 1.437 -8.087
H 0.320 2.856 -7.100
H -1.975 2.881 -7.800
H -2.023 2.615 -6.073
H -2.748 0.662 -5.240
H -1.937 -0.632 -6.188
H -3.671 -0.389 -6.328
```

---

# 3
C39H78F9N3O8S2 | ωB97M-V/def2-TZVPD

## Properties
highest occupied orbital energy = -5.52 eV

Geometry as XYZ:
```
139
C39H78F9N3O8S2, DFT ωB97M-V/def2-TZVPD
C -13.785 -6.413 -7.430
C -12.580 -7.010 -6.703
C -11.378 -7.227 -7.613
C -10.725 -5.899 -7.965
N -9.580 -5.954 -8.927
C -8.979 -4.597 -9.078
C -7.623 -4.885 -9.665
C -7.190 -6.170 -8.961
C -8.454 -6.748 -8.315
C -9.919 -6.650 -10.232
C -11.049 -6.028 -11.013
C -11.329 -6.914 -12.256
H -14.608 -6.379 -6.711
H -14.166 -7.046 -8.232
H -13.614 -5.401 -7.793
H -12.891 -7.944 -6.234
H -12.283 -6.355 -5.878
H -11.670 -7.772 -8.513
H -10.604 -7.837 -7.133
H -10.367 -5.376 -7.078
H -11.491 -5.252 -8.400
H -9.634 -4.062 -9.769
H -8.999 -4.059 -8.134
H -7.727 -4.970 -10.744
H -6.879 -4.089 -9.595
H -6.839 -6.865 -9.730
H -6.332 -6.053 -8.301
H -8.513 -7.814 -8.508
H -8.450 -6.591 -7.236
H -10.193 -7.661 -9.944
H -9.027 -6.665 -10.860
H -10.797 -5.042 -11.408
H -11.965 -5.894 -10.430
H -10.725 -6.507 -13.064
H -12.370 -6.871 -12.571
H -11.079 -7.965 -12.109
C -2.431 -8.888 -7.203
C -3.538 -9.928 -7.336
C -4.397 -9.838 -8.614
C -3.621 -10.396 -9.768
N -4.229 -10.070 -11.108
C -3.602 -10.844 -12.256
C -2.204 -10.314 -12.377
C -2.293 -8.860 -11.888
C -3.730 -8.640 -11.439
C -5.706 -10.228 -11.196
C -6.104 -11.622 -10.790
C -7.589 -11.929 -10.870
H -1.677 -8.922 -7.989
H -1.967 -9.071 -6.230
H -2.812 -7.868 -7.114
H -4.163 -9.767 -6.453
H -3.179 -10.957 -7.259
H -4.648 -8.780 -8.756
H -5.352 -10.307 -8.384
H -3.576 -11.486 -9.759
H -2.612 -10.006 -9.790
H -4.207 -10.573 -13.121
H -3.749 -11.905 -12.071
H -1.837 -10.467 -13.390
H -1.508 -10.883 -11.757
H -2.056 -8.133 -12.667
H -1.594 -8.706 -11.068
H -4.413 -8.394 -12.254
H -3.876 -8.009 -10.572
H -6.020 -9.902 -12.182
H -6.146 -9.559 -10.450
H -5.789 -11.896 -9.780
H -5.621 -12.368 -11.430
H -8.086 -11.642 -11.790
H -8.136 -11.708 -9.948
H -7.606 -13.023 -10.855
C -4.927 -0.514 -16.344
C -5.052 -1.737 -15.434
C -3.692 -2.302 -15.079
C -3.700 -3.066 -13.738
N -2.727 -4.241 -13.734
C -3.344 -5.402 -14.517
C -2.158 -6.080 -15.149
C -1.415 -4.886 -15.717
C -1.416 -3.984 -14.471
C -2.423 -4.718 -12.342
C -3.643 -5.019 -11.480
C -3.262 -5.226 -10.021
H -4.301 -0.783 -17.199
H -4.523 0.340 -15.797
H -5.889 -0.211 -16.754
H -5.657 -2.489 -15.932
H -5.538 -1.374 -14.520
H -2.980 -1.480 -14.959
H -3.374 -2.992 -15.860
H -4.672 -3.553 -13.677
H -3.363 -2.426 -12.927
H -3.977 -6.050 -13.919
H -4.056 -4.995 -15.238
H -1.504 -6.539 -14.404
H -2.447 -6.794 -15.920
H -0.355 -5.020 -15.949
H -1.842 -4.380 -16.578
H -0.572 -4.151 -13.806
H -1.383 -2.923 -14.712
H -1.946 -3.860 -11.857
H -1.748 -5.562 -12.442
H -4.153 -5.914 -11.839
H -4.363 -4.212 -11.581
H -2.739 -6.165 -9.838
H -4.193 -5.248 -9.443
H -2.714 -4.397 -9.566
C -5.796 -3.759 -19.110
O -4.531 -4.352 -19.565
O -6.565 -3.557 -20.083
C -6.464 -4.649 -18.031
F -5.805 -4.525 -16.804
F -7.722 -4.328 -17.798
F -6.424 -5.976 -18.258
C -3.619 -4.801 -18.626
C -2.488 -5.527 -19.355
H -2.439 -5.124 -20.366
H -1.546 -5.387 -18.821
H -2.702 -6.592 -19.462
H -3.933 -5.436 -17.781
H -3.169 -3.929 -18.086
H -5.540 -2.804 -18.552
C -6.899 -12.482 -14.660
F -8.222 -12.433 -14.770
F -6.355 -12.225 -15.848
F -6.522 -11.429 -13.858
S -6.282 -14.055 -13.884
O -5.051 -13.614 -13.242
O -7.329 -14.372 -12.955
O -6.112 -14.939 -15.002
C -7.081 -7.490 -14.553
F -8.321 -7.961 -14.727
F -6.269 -8.530 -14.275
F -6.705 -6.877 -15.666
S -7.088 -6.316 -13.117
O -6.096 -5.317 -13.463
O -8.432 -5.811 -13.013
O -6.707 -7.135 -11.968
```